[1]
{
  "formula": "C46H46FN6O8PSiSn",
  "method": "ωB97M-V/def2-TZVPD",
  "species": ["C", "H", "H", "C", "H", "O", "H", "C", "H", "O", "C", "H", "H", "H", "C", "H", "H", "C", "Si", "H", "H", "O", "O", "H", "H", "P", "H", "C", "C", "N", "C", "C", "C", "H", "C", "C", "H", "C", "O", "C", "C", "O", "H", "H", "C", "N", "H", "N", "O", "C", "H", "H", "C", "C", "N", "C", "H", "H", "C", "C", "H", "H", "H", "H", "C", "H", "C", "C", "C", "C", "H", "Sn", "H", "C", "H", "F", "C", "H", "C", "C", "C", "H", "H", "C", "H", "H", "C", "H", "C", "C", "C", "C", "H", "N", "H", "N", "C", "C", "H", "H", "C", "O", "C", "H", "C", "C", "C", "H", "H", "H"],
  "positions_angstrom": [[-6.01944, -1.20959, 2.47635], [0.98417, 0.28858, 1.30020], [5.62201, -3.07237, 1.29479], [-3.14531, -0.51725, -1.04173], [-2.87378, 2.69740, 0.03918], [0.12960, -2.93027, 5.65088], [-4.21479, -3.48107, 4.22369], [-2.74493, 1.00025, -2.88671], [2.50309, 4.40685, -3.10796], [0.18697, -0.05474, -4.95080], [1.60582, 2.29180, 1.67467], [1.61961, 6.58222, 4.49958], [-0.74612, -5.92068, -0.01601], [4.10939, 4.72404, 0.81340], [-3.40891, -5.43170, -1.24486], [-0.38195, 5.03147, -2.16895], [-0.81989, -1.10867, 3.81632], [0.92693, 1.78912, -3.18022], [5.39590, -2.09303, -0.96801], [7.30392, -3.43184, -1.83442], [5.41087, 0.37769, -1.21010], [1.07919, -4.72318, 4.75055], [1.49506, -5.59381, 2.38322], [0.85691, 6.27246, -2.69675], [-3.58882, -6.46621, -1.53909], [-3.16606, -2.22618, -0.37259], [6.98420, -1.99698, 0.94643], [-4.40538, -3.05655, -1.46529], [-5.44236, -2.29269, -2.00284], [-0.51248, -1.64087, 1.77668], [3.74189, 5.04639, 1.78352], [0.98691, 1.47610, -0.48480], [2.37191, -2.39674, -1.15831], [5.40660, -1.32567, 1.39099], [1.45194, 4.15105, -3.02679], [3.58217, -2.26904, -1.08223], [-7.19203, -4.66254, -3.65255], [1.00505, -4.84021, 1.52129], [0.10582, -0.65485, -0.73069], [0.62741, 0.54714, -2.72683], [-2.72796, 2.08114, -2.01502], [-1.61230, -6.27214, -0.33126], [4.66014, 6.95563, 2.39692], [1.91938, 4.74381, -0.61611], [-5.63148, -2.02295, 3.53519], [1.19437, 2.87759, -2.40827], [6.98218, -0.30282, -1.66220], [-0.00893, -2.67578, 1.09957], [0.99464, -5.00101, 0.27700], [1.30204, 2.72090, -1.04003], [-6.88324, -0.56407, 2.57730], [3.32280, 6.11832, 4.38131], [-4.52713, -2.84955, 3.40202], [1.15761, 1.27296, 0.88315], [2.35603, 4.64098, 1.95455], [5.90126, -0.45072, -1.72670], [2.42322, 3.98937, 3.99763], [-7.22495, -2.21571, -3.18818], [-5.30672, -1.22527, 1.28809], [-2.89051, 1.86360, -0.65385], [-5.61821, -0.58755, 0.46934], [0.87745, 4.60622, 3.41610], [1.28283, -5.10292, 3.82549], [2.62459, 7.99455, 2.91010], [-2.94589, -0.28476, -2.40404], [0.99028, 5.12103, -4.95801], [0.16686, -3.04017, 3.31023], [-3.81027, -2.85983, 2.21226], [0.47100, 5.26633, -2.79187], [0.45750, -3.56896, 4.67292], [-0.89933, -0.87883, 1.24107], [0.25838, -2.97662, -1.41891], [-2.93810, -3.49718, 2.10897], [1.88179, 3.55840, 1.15408], [-5.39972, -6.04752, -2.70615], [1.82721, 2.05856, 2.98988], [0.26578, -0.48704, -3.79935], [-2.92334, -1.11708, -3.09740], [0.52312, 0.35063, -1.31651], [3.78281, 6.58018, 1.87403], [-6.42363, -4.20614, -3.04202], [3.71189, 7.05413, 0.89692], [-5.46269, -1.22722, -1.81047], [-3.09310, 0.57657, -0.17356], [5.90638, -4.45620, -1.46957], [-2.58787, 3.08689, -2.39539], [-5.41283, -4.98241, -2.50918], [5.92435, -3.48815, -2.94292], [-4.39273, -4.44035, -1.71910], [6.21479, -3.49796, -1.89091], [2.37032, 6.13220, 3.85488], [1.95712, 4.73642, 3.35096], [4.39106, 4.59779, 2.54633], [2.56704, 7.01054, 2.65392], [0.91931, 1.93923, -4.25205], [-2.36753, -5.15574, -0.57593], [1.72039, 3.76352, -0.20446], [-4.19374, -2.05269, 1.14150], [1.75946, 6.87173, 2.04102], [-3.23655, 0.42677, 0.89178], [-0.44505, -1.82328, 3.10375], [0.06001, -1.66467, -3.39946], [-6.44144, -2.84473, -2.78561], [-2.57527, 1.14361, -3.94656], [0.42047, -3.53528, 2.00529], [5.90438, -2.12341, 0.83571], [0.54406, 4.59103, -4.12975], [-6.19061, -2.00904, 4.46215], [-0.26663, 3.92718, -4.39530], [5.61238, -0.40791, -2.77852]],
  "molar_mass_g_mol": 1007.68,
  "de_lowest_ev": 0.344,
  "e_tot_ev": -99482.1671,
  "gap_ha": 0.181,
  "fmax_ev_per_a": 0.77
}

---

[2]
{
  "formula": "C3H11N2S2",
  "method": "ωB97M-V/def2-TZVPD",
  "species": ["H", "H", "H", "H", "H", "C", "S", "H", "N", "H", "S", "H", "H", "C", "N", "C", "H", "H"],
  "positions_angstrom": [[-0.31684, -0.40639, -3.10894], [3.32255, 0.90015, 0.49960], [2.67974, -0.51925, -0.31228], [-1.81208, -2.14612, 1.77475], [-1.75132, 2.00782, -0.25435], [2.41154, 0.42162, 0.15505], [1.40970, 0.12564, 1.63833], [0.18190, -0.71243, -1.45567], [-1.13584, 1.24583, -0.48458], [-0.80763, -1.54605, 3.10831], [0.30601, -1.51979, 0.98005], [-1.58718, -0.39022, 2.00638], [1.90262, 1.07585, -0.55156], [-1.07695, 0.84111, -1.72480], [-0.36000, -0.17380, -2.12982], [-1.11819, -1.36632, 2.08461], [-0.58586, 0.79561, 0.24208], [-1.66218, 1.36676, -2.46715]],
  "molar_mass_g_mol": 139.27,
  "charge": 1,
  "de_lowest_ev": 0.121,
  "e_tot_ev": -27934.2726,
  "gap_ha": 0.315,
  "fmax_ev_per_a": 0.32
}

---

[3]
{
  "formula": "C8H12N4",
  "method": "ωB97M-V/def2-TZVPD",
  "species": ["H", "H", "H", "N", "C", "C", "C", "C", "N", "C", "C", "H", "H", "C", "N", "H", "H", "N", "H", "H", "H", "C", "H", "H"],
  "positions_angstrom": [[0.03819, -2.94698, -1.08848], [0.37905, -3.16664, -2.63904], [-1.95774, 0.17457, 3.08364], [2.09199, 0.97235, 1.55293], [-0.34551, 0.70890, -2.25224], [-1.77434, -0.79165, -2.96085], [-0.49578, -2.83450, -2.05721], [0.18201, 0.59716, 2.56696], [-1.47753, 0.56592, -3.03681], [2.06006, 1.64754, 2.73268], [0.92523, 0.31134, 1.43624], [0.65254, -0.22659, 0.54904], [-1.38055, -3.46016, -2.11748], [-0.74959, -1.40749, -2.26210], [0.89295, 1.48267, 3.32596], [-2.67406, -1.29798, -3.25159], [-1.16375, -0.95777, 2.02154], [0.10818, -0.40639, -1.81761], [-0.16117, 1.69758, -1.84722], [-0.70658, -0.99360, 3.63202], [2.87090, 0.99729, 0.91838], [-1.00088, -0.26154, 2.88718], [-2.18508, 1.28147, -3.02983], [2.73922, 2.51201, 2.73342]],
  "molar_mass_g_mol": 164.21,
  "de_lowest_ev": 1.416,
  "e_tot_ev": -14450.1359,
  "gap_ha": 0.329,
  "smiles": "Cc1c[nH]cn1.Cc1c[nH]cn1",
  "fmax_ev_per_a": 2.57
}